Record 1
{
  "formula": "C7H7F3N2",
  "method": "the ωB97M-V functional and the def2-TZVPD basis",
  "multiplicity": 1,
  "relative_energy_kj_mol": 398.8,
  "e_homo_ha": [-0.2909, -0.2909],
  "homo_lumo_gap_ev": [7.96, 7.96],
  "elements": ["C", "C", "C", "C", "C", "C", "C", "N", "N", "F", "F", "F", "H", "H", "H", "H", "H", "H", "H"],
  "xyz": [[-2.785842, 0.374487, -0.550547], [-2.217493, 0.759093, -1.770269], [-1.824937, 0.077192, 0.451912], [-0.837738, 0.769169, -1.905984], [0.051171, 0.264881, -0.903845], [2.405974, -0.081045, 0.371439], [3.149532, -0.952700, -0.648974], [-0.488965, 0.068928, 0.264034], [1.632045, -0.474244, 1.353728], [-0.193245, 1.179384, -2.972142], [2.366153, -1.193924, -1.686933], [4.320912, -0.467659, -1.081612], [-3.831290, 0.212397, -0.366749], [-2.798891, 1.090336, -2.620256], [-2.069862, -0.069979, 1.507687], [2.329911, 0.957090, 0.158241], [3.175554, -2.037372, -0.185666], [1.769429, -1.509959, 1.402965], [0.455830, -0.271496, 1.168732]],
  "forces_ev_per_angstrom": [[2.7860, -0.7293, 1.2900], [0.6015, 0.3741, -0.8569], [-1.3838, 0.3554, 0.6329], [0.5164, -1.4385, 2.5122], [0.1062, 1.3277, -0.6554], [-1.8760, 1.0814, -0.9825], [-0.9635, -3.0964, 2.6938], [-0.9146, -0.7573, 0.0844], [2.5654, -2.5679, -0.2083], [-0.2487, 0.6141, -1.7149], [-0.4646, 0.3051, -1.7239], [-0.0405, 0.1117, 0.4013], [-0.1907, 0.3466, -0.0027], [-0.2564, -0.0810, 0.0007], [-0.5109, -0.1929, -0.4511], [0.5866, 0.8818, -0.1657], [1.1459, 1.8596, -0.3668], [-0.4947, 0.6926, 0.4153], [-0.9636, 0.9131, -0.9026]]
}

Record 2
{
  "formula": "C4H14BrFeO4",
  "method": "the ωB97M-V functional and the def2-TZVPD basis",
  "multiplicity": 6,
  "s_squared": 8.761,
  "e_homo_ha": [-0.5868, -0.5561],
  "homo_lumo_gap_ev": [6.15, 2.29],
  "charge": 2,
  "elements": ["Fe", "Br", "C", "O", "H", "H", "H", "H", "C", "O", "H", "H", "H", "H", "C", "C", "O", "O", "H", "H", "H", "H", "H", "H"],
  "xyz": [[0.343607, -2.307520, -1.168095], [-0.568711, -0.746207, 0.574518], [3.089509, 1.545557, 1.011565], [2.685533, 0.224419, 1.228544], [3.532350, 2.035147, 1.878913], [3.986814, 1.457067, 0.399104], [2.293241, 2.054851, 0.468714], [1.732854, 0.342438, 1.237045], [-2.564167, -1.795303, 4.127814], [-2.778489, -0.991499, 3.001537], [-1.867128, -1.439616, 4.886588], [-3.441961, -1.853102, 4.771425], [-2.250089, -2.779540, 3.780360], [-2.005905, -1.007816, 2.431945], [-0.835284, 0.147737, -2.960741], [0.076199, 1.348260, -3.033181], [0.661001, 1.450154, -1.684124], [-0.136697, -1.016121, -2.976761], [-1.394301, 0.033132, -3.889441], [-1.537944, 0.278038, -2.137710], [-0.521395, 2.252928, -3.145192], [0.710335, 1.088865, -3.880936], [0.475297, 0.712558, -1.098409], [0.315331, -1.034428, -3.823483]],
  "forces_ev_per_angstrom": [[-0.8884, 2.2548, -0.1243], [0.5100, -1.3766, -0.9156], [1.7330, 0.2649, -1.1139], [-1.0663, -0.6113, 0.4242], [-0.8190, 0.1943, 0.5316], [-0.0694, 0.2873, -0.5651], [0.3708, 0.6489, 0.2908], [-0.1269, -0.7482, 0.4004], [-1.7438, -0.2014, -0.1789], [-0.7851, -0.1108, 2.2394], [1.2999, 0.5757, -0.1915], [-0.5605, 0.1301, -0.6490], [0.6043, -0.2866, -0.0030], [1.0891, -0.1132, -1.0207], [-2.8481, 3.3014, -1.5167], [-1.0043, -1.1720, 2.4998], [0.8380, 0.7873, -1.5683], [2.4775, -4.2997, 2.2192], [-0.7307, 0.8621, 0.0296], [0.1858, -0.6612, 0.1245], [0.3165, -0.0351, -0.5011], [0.9958, 0.9289, 0.2985], [-0.2241, -0.1201, -0.4630], [0.4460, -0.4996, -0.2467]]
}

Record 3
{
  "formula": "C5H10BrIN4",
  "method": "the ωB97M-V functional and the def2-TZVPD basis",
  "multiplicity": 1,
  "e_homo_ha": -0.2193,
  "homo_lumo_gap_ev": 3.89,
  "elements": ["C", "C", "C", "I", "N", "N", "C", "N", "C", "N", "H", "H", "H", "H", "H", "H", "H", "H", "H", "H", "Br"],
  "xyz": [[-2.637522, 0.966029, -0.049281], [-1.239692, 0.111873, 0.019118], [0.101276, 1.060376, 0.330728], [-0.169074, 2.298222, 2.158236], [1.257462, 0.049434, 0.481110], [1.936795, -0.354815, 1.620973], [2.938370, -1.408816, 1.140594], [2.873971, -1.682622, -0.376818], [1.766984, -0.707060, -0.725584], [1.407545, -0.699464, -2.050725], [-2.632291, 1.732885, -0.963791], [-3.500620, 0.183247, -0.297507], [-2.901042, 1.529245, 0.948219], [-1.039545, -0.349551, -1.050857], [-1.211755, -0.736301, 0.824977], [0.287644, 1.829436, -0.540644], [1.790401, -0.027985, 2.603455], [3.675381, -2.003005, 1.841566], [0.625337, -1.317323, -2.423671], [1.892924, -0.105223, -2.787001], [-5.222551, -0.368583, -0.703096]],
  "forces_ev_per_angstrom": [[1.4456, 0.2284, -0.1580], [0.1578, 1.1670, -0.1759], [-1.4844, -0.6475, -0.6750], [0.4231, -0.9655, -1.0654], [1.6002, -1.2568, -3.2370], [3.2180, -3.8863, -3.7901], [-1.8661, 0.9349, -2.8553], [-3.9935, 5.3622, 6.8077], [2.9426, -2.0791, 3.5094], [-1.2568, 0.8455, -1.2229], [0.2232, -1.5897, 2.0205], [1.5939, 1.4776, 0.5758], [0.6811, -1.1734, -1.9174], [-0.3974, 0.8648, 2.2218], [-0.3119, 1.5937, -1.4687], [0.0551, -1.8124, 1.8070], [-0.2275, -0.0385, -1.4495], [-1.8885, 1.6200, -1.3631], [1.5114, 1.3054, 1.0503], [-0.8440, -1.1261, 1.8207], [-1.5819, -0.8244, -0.4348]]
}

Record 4
{
  "formula": "C5H10BrFO",
  "method": "the ωB97M-V functional and the def2-TZVPD basis",
  "multiplicity": 1,
  "relative_energy_kj_mol": 16.5,
  "e_homo_ha": -0.3672,
  "homo_lumo_gap_ev": 10.67,
  "elements": ["C", "C", "C", "F", "C", "Br", "C", "O", "H", "H", "H", "H", "H", "H", "H", "H", "H", "H"],
  "xyz": [[-1.900589, -0.017752, 0.162691], [-0.566188, -0.551973, -0.347825], [-0.266042, -0.282521, -1.841297], [-0.796690, -1.886915, -0.300982], [0.635060, -0.450385, 0.558143], [0.209205, -1.127715, 2.328422], [1.253686, 1.056232, 0.720510], [2.041877, 1.193895, 1.912307], [-2.076301, -0.574129, 1.130536], [-2.005130, 1.072446, 0.190897], [-2.668270, -0.398266, -0.466605], [0.495340, -0.945404, -2.274823], [0.356075, 0.633900, -2.057929], [-1.204328, -0.402568, -2.370495], [1.459541, -1.118075, 0.290025], [0.404157, 1.819391, 0.845913], [1.862630, 1.335737, -0.303181], [2.765968, 0.644101, 1.823692]],
  "forces_ev_per_angstrom": [[0.5653, 0.0524, 1.2311], [0.2818, 0.3181, -0.8214], [1.7186, 1.0008, 0.2010], [-0.6095, -2.8751, -0.5224], [1.6569, 2.8412, 1.0112], [-0.0599, -0.0360, 0.3677], [-0.4809, 0.1610, -1.0908], [-2.6901, 1.7728, -1.2050], [0.1545, 1.2963, -0.7579], [0.1638, -0.2520, 0.3904], [-0.5402, -0.2513, -0.9083], [-0.5633, -0.8491, 0.5674], [-1.6292, -0.0167, 0.4189], [0.1223, 0.4332, -0.3982], [-0.4106, 0.1287, -0.5612], [1.2163, -1.2191, -0.3192], [-1.3534, -0.7037, 2.5144], [2.4576, -1.8016, -0.1178]]
}

Record 5
{
  "formula": "C35H58CaN3O3Si4Te",
  "method": "the ωB97M-V functional and the def2-TZVPD basis",
  "multiplicity": 1,
  "relative_energy_kj_mol": 0.0,
  "e_homo_ha": -0.0969,
  "homo_lumo_gap_ev": 4.86,
  "charge": -1,
  "elements": ["Ca", "O", "C", "O", "C", "C", "C", "C", "C", "C", "N", "C", "C", "C", "C", "C", "C", "N", "H", "H", "H", "H", "H", "H", "H", "H", "H", "H", "C", "Te", "C", "H", "H", "H", "H", "H", "H", "C", "C", "C", "C", "C", "C", "C", "C", "N", "H", "H", "H", "H", "H", "H", "H", "H", "H", "C", "C", "C", "O", "H", "H", "H", "H", "H", "H", "C", "Si", "C", "C", "Si", "Si", "C", "C", "C", "Si", "C", "C", "C", "H", "H", "H", "H", "H", "H", "H", "H", "H", "H", "H", "H", "H", "H", "H", "H", "H", "H", "H", "H", "H", "H", "H", "H", "H", "H", "H"],
  "xyz": [[1.580401, -0.757632, -0.306294], [-1.652016, -1.670360, 6.439666], [-0.379836, -1.170607, 6.535487], [0.104360, -1.056932, 7.639764], [0.272697, -0.853234, 5.301933], [-0.359939, -0.766193, 4.005838], [0.313415, -0.598876, 2.860143], [1.731191, -0.320501, 2.866353], [2.360846, -0.481677, 4.120325], [1.666551, -0.688391, 5.304388], [2.307487, 0.094891, 1.738271], [3.651009, 0.401327, 1.735729], [4.472603, 0.362753, 0.639512], [5.881183, 0.580637, 0.663332], [6.611021, 0.410994, -0.466617], [6.041822, 0.001279, -1.666024], [4.706133, -0.126357, -1.695536], [3.881405, 0.009711, -0.612865], [-1.851625, -1.939242, 5.546274], [-1.422454, -0.654026, 3.964847], [-0.242308, -0.566389, 1.919302], [3.425732, -0.363980, 4.157865], [2.186083, -0.717285, 6.288370], [4.153748, 0.588843, 2.737063], [6.441476, 0.790907, 1.592069], [7.712701, 0.543455, -0.480174], [6.584327, -0.250413, -2.552647], [4.227157, -0.239779, -2.634337], [1.981160, 3.233354, 3.110889], [3.187905, 4.053081, 1.531398], [1.992145, 5.795464, 1.220303], [1.133214, 2.615343, 2.903586], [1.756931, 4.039275, 3.838528], [2.650539, 2.577695, 3.594583], [2.005487, 6.105197, 0.147439], [2.184121, 6.614523, 1.903784], [0.956428, 5.556074, 1.416732], [-1.052379, -3.262614, -2.186635], [-0.192132, -2.305023, -2.993962], [0.356143, -2.721352, -4.207074], [1.075003, -1.876241, -5.028625], [1.399188, -0.613788, -4.531270], [0.852044, -0.120338, -3.346433], [0.983039, 1.403469, -3.128908], [-0.025038, -0.923204, -2.570351], [-0.535472, -0.443088, -1.347802], [-1.326619, -4.129081, -2.838450], [-1.953297, -2.783797, -1.805411], [-0.611897, -3.596346, -1.228119], [0.135717, -3.763342, -4.476411], [1.205279, -2.278808, -5.996221], [2.047353, -0.007519, -5.152498], [1.705252, 1.867622, -3.733368], [1.246010, 1.667339, -2.113393], [0.023239, 1.946198, -3.252402], [3.978959, -3.577624, 0.946624], [2.463447, -3.482745, 1.257105], [1.989452, -4.162909, 2.522822], [1.671705, -2.882768, 0.535494], [4.233688, -3.250819, -0.100436], [4.309821, -4.643177, 1.010864], [4.589882, -2.910371, 1.560652], [2.159206, -3.498727, 3.363920], [2.325941, -5.190895, 2.713574], [0.926139, -4.277091, 2.528124], [-5.070842, -0.290396, 0.742667], [-3.573199, -1.323912, 0.006830], [-4.393841, -2.698462, -1.179490], [-2.619553, -2.137350, 1.411884], [-2.168242, 0.150070, -1.230281], [-2.200134, 2.166689, 0.020896], [-0.630254, 3.135127, -0.469847], [-3.591714, 3.364796, -0.209280], [-2.055118, 1.831837, 1.847395], [-3.051756, 0.878110, -3.233399], [-2.793207, 2.713686, -3.750969], [-4.957810, 0.607126, -3.050096], [-2.333207, -0.044782, -4.739688], [-5.997541, -0.875471, 0.917078], [-5.287957, 0.467650, 0.009290], [-4.739825, 0.159045, 1.692389], [-5.271053, -2.987566, -0.548128], [-3.908884, -3.653085, -1.489453], [-4.860948, -2.199067, -2.042981], [-3.195352, -2.925871, 2.014669], [-2.243636, -1.457517, 2.178178], [-1.764166, -2.690534, 1.025687], [-0.821909, 3.488858, -1.512034], [0.275281, 2.489411, -0.473201], [-0.509903, 4.091673, 0.070908], [-4.532655, 2.973611, 0.197766], [-3.896196, 3.536039, -1.223777], [-3.274529, 4.288441, 0.267338], [-1.028920, 1.564496, 2.115331], [-2.748548, 1.088483, 2.223841], [-2.366143, 2.727943, 2.347487], [-3.683455, 3.276060, -3.621212], [-2.484692, 2.689160, -4.805314], [-1.988446, 3.208314, -3.212641], [-5.507190, 0.788653, -4.011592], [-5.412921, 1.268047, -2.285290], [-5.147181, -0.402108, -2.744519], [-1.289705, 0.280930, -4.748876], [-2.888891, 0.244022, -5.605039], [-2.218581, -1.128038, -4.613204]],
  "forces_ev_per_angstrom": [[0.0295, 0.7610, -0.4061], [-0.2143, -0.0165, 0.7250], [-0.3626, -0.0619, 0.5496], [-0.1327, -0.0123, -0.0169], [0.6785, 0.3471, -1.6355], [-0.0415, -0.1248, 1.9753], [0.8550, 0.3731, -0.8515], [-0.7171, -0.0749, -0.5586], [0.2896, 0.1075, 1.0626], [0.1788, -0.0738, 0.0633], [-0.6634, -0.5705, -0.2107], [2.0778, 0.4256, 1.8627], [-1.6303, -0.7080, -0.6678], [1.4123, 0.1863, 0.2796], [1.8096, 0.0336, 0.8865], [-0.0045, -0.2219, -0.9601], [-1.4461, 0.4730, 1.6226], [0.3800, 0.0758, -0.3532], [0.0593, 0.0420, -0.5376], [-0.7539, -0.4688, -0.0031], [0.1590, 0.2208, 0.1418], [0.2825, 0.0062, 0.1983], [-0.3425, -0.1028, -0.9281], [-0.5160, -0.0284, -1.3844], [-0.7261, 0.1132, -0.4148], [-0.7362, -0.0066, 0.4164], [0.4956, 0.2552, -0.3011], [-0.6712, -0.5917, -0.7918], [0.2322, 1.3316, 0.4705], [-0.4695, -0.3321, -0.0266], [-0.5952, 0.3134, -0.7017], [-0.6780, 0.0688, -0.7475], [-0.0674, -0.4315, -0.5309], [0.9668, -0.7651, 0.6772], [0.3341, -0.1055, 0.9134], [0.5443, 0.1992, -0.1350], [-0.3183, -0.4699, -0.0034], [0.0642, -0.0973, -0.0941], [0.0959, 0.9235, 0.5112], [-1.0161, -0.4955, 1.0494], [-0.4257, 0.0319, 1.4336], [-0.1013, -0.6784, -0.9728], [-0.1561, 1.0341, -0.6208], [-1.3614, -0.9973, 1.4025], [0.2925, -0.8613, 0.4084], [-0.1378, -0.0616, -0.5048], [0.1656, 0.5346, 0.7637], [-0.1225, 0.1322, -0.5206], [0.3602, -0.1009, -0.5718], [0.1547, 0.4629, -0.2624], [1.0507, 0.2223, -1.0549], [-0.1391, 0.3789, 0.1156], [0.9850, 0.3146, -1.1108], [0.2239, -0.1274, 0.4012], [0.2643, -0.5312, -0.2166], [-0.2984, -0.2261, -1.5386], [0.7889, -0.2142, -0.0558], [-0.4331, -0.3178, -0.1831], [0.7100, -0.7254, 0.5365], [-0.6808, -0.1872, 0.8702], [-0.2172, 0.8595, 0.3776], [-0.2858, -0.2358, 0.4343], [0.5601, 0.1007, 0.2596], [0.7389, 0.5475, -0.1471], [-0.8885, 0.2789, -0.4210], [0.6546, -1.2076, 0.0352], [-0.9652, -0.3007, -0.7572], [-0.8125, 0.1766, 1.2570], [-0.6617, -1.3880, 0.9884], [0.8412, -0.0247, 0.7373], [1.2837, -0.3314, -0.2262], [-0.3952, 0.1733, -0.8802], [-0.9841, -0.5101, 0.0728], [-0.0475, -0.2574, -0.0240], [-0.8658, -0.0457, -0.7036], [1.0294, -1.1174, -0.0413], [0.0199, 1.0758, -0.7839], [0.4361, -0.3402, 1.6641], [0.5762, 0.1960, -0.0584], [-0.2161, 0.5417, -0.1257], [-0.2273, 0.0003, -0.3680], [0.4273, -0.0899, -0.4059], [-0.0370, 0.9669, 0.2818], [0.4306, -0.2768, 0.1287], [0.3595, 1.0366, -0.9672], [-0.0384, 0.2109, -0.2847], [0.2265, 0.0952, -0.1393], [0.3579, -0.4165, 0.4676], [-0.5034, 0.7308, 0.2166], [0.2100, -0.6243, 0.2342], [0.2192, 0.2089, 0.5825], [0.3676, 0.3731, -0.7853], [-0.3122, 0.2316, 0.0888], [-0.2187, 0.0830, 0.1193], [0.0085, -0.4566, -0.0244], [0.1804, 0.7868, 0.5102], [-0.8640, 0.6095, -0.0063], [-0.2602, 0.1465, 0.1340], [0.0167, 0.0447, 0.1147], [0.4470, -0.1139, 0.7121], [0.3184, -0.2019, -0.3334], [-0.1764, -0.5689, 0.1015], [-0.0729, 0.3059, -0.4967], [-0.1303, 0.0326, -0.8339], [-0.5112, 0.1148, -0.1682]]
}

Record 6
{
  "formula": "C3H8NO2",
  "method": "the ωB97M-V functional and the def2-TZVPD basis",
  "multiplicity": 1,
  "relative_energy_kj_mol": 350.7,
  "e_homo_ha": -0.5865,
  "homo_lumo_gap_ev": 12.14,
  "charge": 1,
  "elements": ["C", "N", "C", "O", "C", "O", "H", "H", "H", "H", "H", "H", "H", "H"],
  "xyz": [[1.627401, 0.083910, -0.190684], [0.457022, -0.311449, 0.621334], [-0.846290, 0.377009, 0.090272], [-0.702271, 1.712775, 0.101056], [-1.461983, -0.588619, -0.803823], [-1.935019, -0.463766, 0.483983], [2.326796, 0.913920, 0.138164], [2.390817, -0.797089, -0.133320], [1.397516, 0.150341, -1.228182], [0.457653, 0.026637, 1.631698], [0.431999, -1.368978, 0.685231], [-0.815301, 1.968498, 1.024967], [-2.286428, -0.217390, -1.448416], [-1.041912, -1.485804, -0.972282]],
  "forces_ev_per_angstrom": [[4.2501, -1.6192, 0.8094], [-0.4955, 0.8108, 2.1207], [0.3952, -3.0549, -0.3931], [-0.6469, -1.2387, 0.2238], [-3.2387, 3.7402, -1.9943], [0.7449, 1.8971, 3.0226], [-1.8208, -0.4816, -0.0272], [-1.4698, 1.2760, -0.0792], [-0.6203, 0.3492, -0.6009], [0.7771, -0.6546, -1.3484], [-0.5559, 1.5390, -0.2264], [-0.1865, 0.7651, 0.1544], [1.1950, -0.4169, -0.4305], [1.6720, -2.9114, -1.2308]]
}